This record from OMol25 describes C2H7S2 as an isolated structure at a distorted geometry. The level of theory is ωB97M-V/def2-TZVPD.

**HOMO energy**: -0.0976 Ha
**ΔE to the lowest compared entry with this formula, charge and spin**: 19.6 kcal per mole
**E_LUMO**: 3.933 eV
**Total charge**: -1
**HOMO-LUMO gap**: 6.590 eV

Cartesian coordinates (Å):
C 2.157 1.054 0.106
S 0.326 1.114 0.066
H 2.472 0.038 -0.150
H 2.582 1.833 -0.509
H 2.386 1.318 1.132
C -2.112 -0.904 -0.137
S -0.611 -1.826 -0.104
H -2.164 -0.438 -1.106
H -3.017 -1.511 -0.099
H -2.139 -0.160 0.650
H 0.120 -0.518 0.151

Here are the Mulliken charges for atoms 1 to 8, given in e: number 1, C, carries -0.692; number 2, S, carries -0.519; number 3, H, carries 0.215; number 4, H, carries 0.221; number 5, H, carries 0.185; number 6, C, carries -0.856; number 7, S, carries -0.452; number 8, H, carries 0.271